# 1
DFT (the ωB97M-V functional and the def2-TZVPD basis) results for a 15-piece molecular cluster, C4H36NO15S overall at a distorted geometry.

Positions of all 57 atoms, in Å:
H (-3.6599, -1.7529, 0.6562)
O (2.3278, -2.9884, -0.3827)
H (0.7427, 1.9505, 1.9587)
H (-1.6497, 3.8062, -1.7738)
O (-1.9867, 2.9663, -1.4514)
O (1.4787, 1.9019, 2.5918)
H (-1.9661, 0.2713, -3.7292)
N (0.2774, -0.0180, 0.3746)
H (0.8632, 2.3922, -1.9254)
H (0.4433, 0.9974, -4.0991)
C (2.4171, 0.9232, -1.4746)
O (3.6011, 2.9034, 1.3918)
O (3.2950, -0.9586, 1.3828)
C (-0.0776, 0.8581, -0.7501)
O (-0.6433, -1.9745, -2.1397)
H (-0.3267, 0.2790, -1.6312)
H (3.8567, 2.0118, 1.1663)
O (-1.1345, 2.3221, 2.0076)
H (-1.2120, -2.6298, 3.7103)
H (3.0222, 2.9206, 2.1662)
H (-0.9868, -2.8408, -0.1368)
O (1.7130, -2.7293, 3.1610)
H (-3.8878, 1.5923, -0.9920)
H (0.1823, -1.4502, -2.0708)
S (1.9491, -0.3091, -2.7916)
H (1.2413, -0.2942, 0.3803)
H (-2.9545, 1.6777, 0.1717)
O (-0.8955, -3.6845, 0.3352)
H (1.6665, 0.9823, 2.7960)
H (-1.8110, -0.8033, -2.6743)
H (2.4934, -2.3092, -1.0611)
H (1.6565, -3.2105, 2.3224)
H (3.7340, -1.7367, 1.7396)
H (-1.4009, 2.6294, 2.8792)
H (2.5693, -1.3288, 0.8609)
H (1.4184, 2.4599, -0.3573)
H (2.9248, 0.4197, -0.6490)
O (-0.1442, 0.7756, -4.8574)
H (-0.8499, 1.5876, -0.5520)
C (1.1481, 1.7077, -1.1178)
H (-1.6779, -0.0337, 1.1284)
H (3.2011, 1.6413, -1.7350)
C (-0.6184, -0.1365, 1.3582)
H (-1.4786, -1.1686, 3.6219)
O (-3.6578, 1.1251, -0.1818)
H (-1.1923, -3.4347, 1.2052)
H (-1.3262, 3.0206, 1.3709)
H (-4.4811, -0.6308, 0.1784)
H (1.3855, -3.1816, -0.3300)
H (-0.5540, -2.9276, -2.1193)
H (-1.8403, 2.3080, -2.1415)
H (0.1890, -0.1128, -5.0085)
O (-4.4903, -1.3116, 0.8678)
O (-2.4143, -0.0830, -2.9450)
O (-0.2955, -0.5762, 2.4742)
H (1.6583, -1.8369, 2.7847)
O (-1.8418, -1.9790, 4.0362)

Atomic forces in eV per Å
H -0.08 -0.28 0.29
O 0.29 0.05 0.48
H 0.28 -0.34 0.54
H 0.04 -0.06 -0.20
O -0.32 0.57 0.07
O 0.04 0.43 0.38
H 0.01 -0.07 -0.02
N -1.98 1.42 -1.30
H 0.04 -0.50 -0.47
H -0.15 -0.15 -0.27
C -0.49 -0.13 -0.68
O 0.74 1.37 -0.38
O -0.16 0.54 0.16
C 1.63 0.41 -0.53
O -1.22 -0.02 0.48
H -0.25 0.15 0.11
H -0.33 -0.42 0.38
O -0.32 0.20 -0.51
H 0.10 -0.06 0.24
H -0.03 -0.85 -0.40
H 0.05 -0.08 -0.29
O -0.03 0.01 -0.86
H 0.06 -0.18 -0.13
H 0.92 -0.47 -0.38
S 0.93 0.05 0.67
H 0.02 0.12 0.72
H 0.02 -0.09 0.14
O 0.22 0.47 -0.54
H -0.30 -0.18 -0.21
H -0.34 0.03 0.02
H -0.48 -0.10 -0.32
H 0.05 -0.49 0.30
H -0.03 -0.09 0.00
H 0.05 0.07 -0.01
H 0.57 -0.51 -0.07
H -0.21 -0.47 0.48
H -0.57 -0.18 0.34
O -0.02 0.37 0.37
H -0.20 -0.66 0.68
C 0.50 0.75 0.57
H 0.01 0.64 -0.40
H -0.21 -0.05 -0.68
C 1.38 -2.25 1.43
H -0.11 -0.39 0.15
O -0.24 0.28 -0.04
H -0.15 -0.13 0.80
H -0.07 0.12 0.19
H -0.14 0.27 0.35
H -0.12 0.12 -0.33
H 0.63 0.02 -0.22
H -0.01 -0.15 -0.17
H -0.04 -0.24 -0.20
O 0.23 -0.15 -0.47
O 0.11 0.37 -0.28
O 0.03 0.56 -0.62
H -0.17 0.25 0.69
O -0.15 0.06 -0.04

Summary:
HOMO in eV: -4.961
Charge: -1
Lowest unoccupied orbital energy in eV: 2.00
Energy relative to the best compared isomer or geometry (same formula, charge and spin) in kcal per mole: 77.8

The net atomic charges from Mulliken, expressed in e, are: 0.304 -0.713 0.389 0.247 -0.630 -0.764 0.370 2.228 0.388 0.258 -0.615 -0.659 -0.559 1.706 -0.834 -0.803 0.296 -0.520 0.313 0.348 0.253 -0.659 0.320 0.006 -0.569 -0.627 0.194 -0.643 0.350 0.323 0.291 0.364 0.344 0.238 0.006 0.549 0.172 -0.743 -0.544 -1.269 0.334 0.450 -0.551 0.433 -0.587 0.363 0.251 0.340 0.387 0.251 0.338 0.355 -0.640 -0.644 -0.810 0.321 -0.695

***

# 2
DFT (the ωB97M-V functional and the def2-TZVPD basis) results for C24H61BIN7O10Ta as an isolated structure at a distorted geometry.

Positions of all 105 atoms, in Å:
H (-3.5406, -2.0135, -3.2649)
H (4.4657, -0.3097, 0.4854)
N (-8.1733, 3.1014, -5.4956)
H (-3.2847, -0.5051, 1.2481)
O (-2.4622, 1.0066, -3.1220)
H (-7.8703, 1.3382, -4.3938)
H (14.2583, 2.5197, -0.3297)
H (3.0418, 0.2934, 8.3229)
C (-9.2342, 2.7218, -6.4090)
N (12.2063, 2.1960, -0.4586)
H (-10.2053, 3.0084, -6.0034)
H (-1.5168, 2.7535, 1.7446)
H (2.8139, -1.2609, 9.1492)
O (2.3391, 1.1687, 1.6015)
C (4.8992, -1.7871, 6.8199)
H (8.8246, 0.7179, 2.8284)
B (2.5842, 0.7100, 2.8634)
H (-3.4509, 1.2386, 0.9238)
O (-9.7823, -6.1787, -2.6198)
H (-6.7966, -1.0841, -0.9363)
H (11.4197, 1.2474, -2.1352)
H (2.6783, -1.2085, 5.4059)
H (-0.6056, -0.7289, -2.1094)
H (-11.3975, -4.7866, -0.9012)
I (8.0033, 0.0135, 0.0604)
H (2.1522, 1.1266, 4.6702)
H (-4.6002, -3.5019, -1.5549)
C (-10.4553, -4.2473, -0.7996)
H (-7.2083, 4.5880, -4.4809)
H (-2.4550, 0.2123, -0.1358)
H (-1.4939, 2.7877, -2.9157)
H (-9.1711, -4.7030, -3.8800)
H (3.1565, 1.2480, 1.0872)
H (-9.7752, -4.8664, -0.2141)
N (-1.6103, 0.6591, 1.7168)
O (5.0807, -2.3636, 5.7725)
N (-9.8877, -3.9721, -2.1075)
H (-4.0525, -0.3270, -3.3399)
H (-0.5555, 1.9259, 2.9848)
C (6.4841, -1.0497, 2.4571)
C (3.4809, -0.6930, 8.4950)
O (3.6457, -0.0373, 3.2437)
N (3.6797, -1.3867, 7.2446)
H (0.2061, 0.0061, 2.3927)
H (-10.5912, -2.0407, -2.5054)
H (-5.3100, -2.5435, -0.2428)
H (2.5485, -1.9234, 1.3735)
H (1.4400, 1.8022, -1.7477)
C (-0.0438, -0.2545, -2.9139)
C (-4.6718, -2.5021, -1.1232)
H (1.0100, -0.4916, -2.8008)
H (4.2125, -2.9103, 3.1392)
H (1.6335, -1.2914, 6.8481)
H (-9.2235, -2.5641, -3.5044)
H (-2.3223, 2.0176, 3.1471)
C (-4.4056, -1.3568, -3.3055)
C (-9.6518, -2.5972, -2.5056)
H (-8.9575, -2.1188, -1.8140)
H (0.6353, 3.0823, -2.6711)
H (-10.6292, -3.3088, -0.2795)
H (13.4545, 2.2072, 1.2251)
O (10.7917, 2.8409, 1.1907)
C (0.9411, 2.0384, -2.6888)
H (-0.4075, -0.6477, -3.8639)
H (7.8352, 2.1483, 2.6278)
H (5.7169, -1.5229, 7.5178)
H (7.4520, 0.9476, 3.8804)
H (4.8427, -2.8003, 0.7084)
C (-1.4582, 1.6873, -2.9822)
C (12.3848, 1.5671, -1.7486)
C (-0.6428, -0.2829, 1.7629)
H (10.1736, 1.9078, -0.5075)
C (-9.5988, -5.0124, -2.9104)
O (1.6535, 1.0702, 3.8420)
H (13.2571, 3.7729, 0.4379)
C (10.9855, 2.3244, 0.1083)
H (-6.7729, 1.5663, -5.7689)
C (6.9135, 0.3087, 1.9138)
H (13.0333, 0.6919, -1.6629)
C (13.3613, 2.7021, 0.2577)
C (-2.7698, 0.3911, 0.8947)
C (-1.4963, 1.9083, 2.4381)
H (6.0722, 0.9358, 1.6484)
H (-3.6744, -2.1667, -0.8331)
H (1.6476, 1.8927, -3.5080)
C (-6.3071, -0.8568, -1.9010)
Ta (4.2734, -1.5253, 1.9041)
H (-4.9970, -1.5837, -4.1944)
N (-0.2205, 1.1897, -2.8685)
C (-7.2972, 2.0725, -4.9557)
O (-0.6935, -1.3414, 1.1663)
N (-5.1881, -1.5572, -2.0928)
C (7.8065, 1.0903, 2.8635)
H (4.4367, -0.5642, 8.9997)
C (2.5405, -1.6731, 6.3834)
H (7.0986, -1.8606, 2.0887)
H (-9.1092, 3.2266, -7.3678)
H (-9.2079, 1.6457, -6.5596)
H (-6.5621, 2.5141, -4.2887)
C (-8.0402, 4.3988, -5.1805)
O (-8.7510, 5.2921, -5.6079)
H (6.5071, -0.9952, 3.5445)
H (2.4460, -2.7477, 6.2269)
H (12.8333, 2.2669, -2.4588)
O (-6.7723, -0.0440, -2.6859)

Atomic forces in eV per Å
H 0.01 -0.02 -0.03
H 0.01 -0.22 -0.32
N 0.10 -0.15 0.02
H -0.06 0.01 -0.03
O 0.05 0.16 -0.03
H 0.08 -0.04 0.06
H 0.00 -0.02 -0.03
H 0.01 0.02 0.07
C 0.03 0.10 0.04
N 0.10 -0.02 -0.12
H -0.02 -0.01 -0.03
H 0.01 0.04 0.05
H 0.01 0.05 0.05
O -0.02 0.81 -0.36
C -0.04 0.10 -0.10
H 0.20 -0.06 0.07
B -0.01 0.00 0.71
H 0.02 0.04 0.02
O -0.01 0.00 0.02
H 0.03 0.01 0.00
H -0.03 -0.01 0.01
H -0.01 -0.05 -0.02
H 0.05 -0.03 0.04
H -0.01 -0.01 0.04
I -0.28 0.06 -0.19
H -0.41 -0.36 -0.14
H -0.01 0.00 0.01
C 0.04 -0.07 -0.08
H -0.01 0.00 -0.01
H -0.14 0.01 -0.05
H -0.01 -0.01 -0.05
H 0.00 0.00 0.02
H -0.22 -0.60 -0.12
H -0.02 -0.01 0.03
N -0.08 0.09 0.06
O 0.26 -0.11 0.09
N 0.01 0.15 -0.02
H -0.06 -0.16 -0.18
H 0.03 -0.02 -0.01
C -1.04 -0.01 -0.93
C -0.10 -0.08 -0.18
O 0.65 -1.02 -1.53
N -0.08 0.07 0.16
H -0.08 -0.07 0.02
H 0.04 0.08 -0.04
H -0.03 0.06 0.00
H 0.01 -0.03 -0.21
H 0.03 0.02 0.00
C -0.10 0.01 0.02
C 0.19 0.24 -0.04
H 0.02 0.02 0.05
H 0.09 -0.16 -0.56
H 0.00 0.02 0.04
H 0.03 -0.02 -0.01
H 0.02 0.05 0.01
C -0.09 0.27 0.06
C -0.09 -0.13 0.21
H 0.00 0.10 -0.06
H -0.04 0.02 0.00
H 0.01 0.03 -0.01
H 0.03 0.02 0.02
O 0.09 0.05 0.01
C 0.01 -0.15 0.05
H 0.01 -0.01 -0.01
H 0.04 0.22 -0.06
H -0.05 -0.02 0.01
H -0.22 0.10 0.17
H -0.18 0.34 0.09
C 0.03 -0.01 0.16
C 0.11 0.08 0.14
C 0.33 -0.10 0.04
H 0.03 0.05 0.06
C 0.03 -0.09 -0.10
O 0.11 0.53 0.27
H 0.04 0.01 0.03
C -0.13 0.02 0.01
H 0.06 -0.03 0.05
C 0.34 -0.12 0.59
H -0.02 -0.02 -0.06
C -0.13 -0.02 0.03
C 0.10 -0.08 -0.08
C -0.08 -0.08 -0.10
H -0.13 0.06 -0.39
H 0.03 -0.22 0.21
H 0.03 0.03 0.02
C -0.10 0.06 0.06
Ta 0.41 1.01 2.47
H -0.02 0.02 0.04
N 0.08 0.04 -0.05
C -0.23 0.01 -0.19
O -0.30 0.00 -0.12
N 0.00 -0.36 -0.10
C 0.27 -0.11 -0.11
H 0.03 0.00 0.00
C 0.09 0.03 -0.04
H 0.33 -0.15 0.22
H -0.04 -0.01 -0.02
H 0.02 -0.02 0.02
H 0.00 0.02 0.03
C 0.03 0.15 0.05
O -0.01 -0.02 -0.01
H 0.03 -0.26 0.22
H -0.03 0.00 -0.03
H -0.01 -0.04 -0.05
O -0.07 -0.05 -0.02

Summary:
HOMO in eV: -5.016
Charge: -1
Lowest unoccupied orbital energy in eV: 1.80

Atomic partial charges in e from the Mulliken method, atoms 1 to 99: 0.383 -0.237 0.161 0.255 -0.631 0.442 0.373 0.313 -0.958 0.106 0.295 0.313 0.327 -0.447 0.082 0.356 0.508 0.414 -0.597 0.413 0.296 0.067 0.192 0.298 -0.043 0.271 0.352 -0.974 0.279 0.052 0.298 0.268 0.255 0.298 0.171 -0.533 0.139 0.367 0.244 -1.077 -0.924 -0.654 0.165 0.168 0.334 0.311 -0.058 0.270 -0.882 -0.970 0.394 -0.312 0.382 0.345 0.340 -0.966 -0.873 0.236 0.300 0.388 0.286 -0.614 -0.869 0.311 0.336 0.278 0.403 -0.205 0.054 -0.904 0.282 0.120 0.151 -0.626 0.287 0.298 0.299 0.124 0.333 -0.949 -0.739 -0.846 0.270 0.323 0.331 -0.017 0.725 0.267 0.164 -0.949 -0.652 0.228 -1.254 0.291 -0.769 0.556 0.298 0.375 0.252

***

HOMO-LUMO gap across the listed records, respectively: 7.0 6.8 eV.